(1)
C24H60O20P5Tl | the ωB97M-V functional and the def2-TZVPD basis

Properties
energy relative to the best compared isomer or geometry (same formula, charge and spin)	0.0	kJ/mol
multiplicity	1
charge	0

XYZ file:
```
110
C24H60O20P5Tl the ωB97M-V functional and the def2-TZVPD basis
Tl 0.810 0.549 1.445
P -1.162 -4.743 4.014
P -0.162 -4.289 -2.000
P 5.054 0.449 1.660
P 0.989 6.396 1.539
P 0.090 3.443 -3.906
O 0.147 2.772 -2.574
O -0.054 5.076 -3.889
O 4.326 -0.960 1.721
O 1.476 6.805 3.024
O 6.540 0.432 1.781
O -0.801 -3.349 3.527
O 0.751 -4.404 -3.395
O 4.286 1.387 2.660
O -2.462 -5.404 3.284
O 2.146 6.887 0.520
O -0.124 -2.922 -1.415
O 0.034 -5.783 3.756
O 0.492 4.999 1.351
O 1.313 3.256 -4.885
O -1.169 2.991 -4.842
O -1.643 -4.733 -2.547
O 4.437 0.937 0.296
O 0.356 -5.418 -1.025
O -0.165 7.487 1.286
O -1.448 -4.797 5.639
C -0.964 7.448 0.149
C 0.102 -6.747 -1.287
C -2.717 -6.768 3.200
C -2.453 2.640 -4.297
C 0.835 -7.612 -0.350
C -3.834 -5.562 -2.026
C -2.249 -3.767 6.241
C 1.817 -3.565 -3.521
C 4.564 6.831 0.486
C 3.036 4.795 -4.375
C -2.700 1.120 -4.160
C 1.364 -5.416 4.073
C 2.621 -4.027 -4.734
C 2.671 3.309 -4.475
C 0.719 6.540 4.182
C 0.980 5.092 4.589
C 1.798 -6.519 5.000
C -0.313 5.818 -5.036
C -4.141 -6.891 3.769
C -3.629 -3.699 5.795
C -2.366 7.952 0.525
C -1.805 6.185 -5.077
C -2.791 -4.537 -1.672
C 3.286 5.997 0.574
H 4.720 7.530 1.308
H 3.523 -3.426 -4.851
H 4.116 4.883 -4.250
H 2.465 -3.465 -2.650
H -3.078 8.099 -0.287
H -4.456 -7.930 3.676
H -0.067 5.273 -5.948
H -4.122 -4.658 5.955
H 1.997 -3.826 -5.605
H -2.826 7.207 1.174
H -4.683 -5.608 -1.344
H -4.150 -2.918 6.349
H 1.976 -5.366 3.172
H -2.475 3.159 -3.338
H 3.230 2.796 -5.257
H -3.138 -3.508 -1.759
H -2.294 -3.910 7.321
H 1.343 -6.427 5.986
H 2.787 2.765 -3.538
H 3.405 5.429 1.497
H 1.458 -2.548 -3.678
H -1.796 0.555 -3.935
H -0.316 6.772 3.935
H -2.000 -7.312 3.815
H 2.879 -6.462 5.123
H -4.352 -5.331 -2.957
H -1.806 -2.772 6.187
H -3.609 -3.444 4.736
H 2.952 -5.066 -4.754
H -2.048 6.622 -4.108
H 0.460 -7.020 -2.280
H -0.968 -6.897 -1.142
H 0.292 -7.719 0.590
H -3.309 3.095 -4.794
H 0.231 4.675 5.263
H -1.978 6.852 -5.922
H -3.532 0.918 -3.485
H -2.335 8.917 1.032
H 4.511 7.381 -0.453
H 0.892 -8.663 -0.633
H -2.527 -4.729 -0.632
H 1.475 -4.495 4.645
H -3.048 0.877 -5.165
H 2.469 5.397 -3.666
H -4.851 -6.281 3.210
H 5.406 6.138 0.482
H 1.830 -7.173 -0.278
H -3.426 -6.572 -2.061
H 3.235 5.255 -0.223
H -0.592 8.171 -0.577
H -2.753 -7.195 2.198
H -4.124 -6.656 4.833
H 0.222 6.767 -5.020
H 1.517 -7.471 4.549
H 1.045 4.440 3.718
H 1.072 7.261 4.919
H 2.770 5.201 -5.351
H -2.393 5.270 -5.144
H 1.937 5.007 5.104
H -1.049 6.455 -0.290
```



(2)
C24H60O6 | the ωB97M-V functional and the def2-TZVPD basis

Properties
energy relative to the best compared isomer or geometry (same formula, charge and spin)	1088.7	kJ/mol
multiplicity	1
charge	0
SMILES	CCOCC.CCOCC.CCOCC.CCOCC.CCOCC.CCOCC

XYZ file:
```
90
C24H60O6 the ωB97M-V functional and the def2-TZVPD basis
O -1.689 5.181 2.436
O -1.605 2.920 -2.164
O 4.089 -1.326 -1.106
O -0.279 -3.531 -3.819
O -1.648 -1.250 1.335
O 2.149 -1.921 3.209
C -2.425 -0.062 3.113
C -3.475 1.559 -1.495
C -1.895 6.004 1.249
C 2.131 -0.218 -0.131
C -2.779 3.698 4.041
C 1.564 -0.836 3.649
C -0.137 4.589 -2.918
C -1.916 -2.116 0.197
C 3.279 -1.312 0.001
C 5.106 -2.282 -1.078
C 5.950 -2.297 -2.273
C 1.691 -3.317 -2.812
C 1.179 -2.954 2.775
C 0.803 -2.676 -3.765
C -2.786 4.295 2.593
C -2.461 -4.134 -4.469
C -0.355 3.578 -1.802
C 2.520 0.241 3.895
C -2.272 2.189 -1.125
C -0.599 6.712 1.001
C 2.042 -4.097 2.305
C -2.830 -1.214 2.098
C -1.435 -2.971 -4.285
C -0.845 -2.272 -0.723
H 6.602 -3.038 -2.027
H -1.592 1.449 -0.788
H 2.539 0.700 -0.400
H 1.737 -0.467 -1.196
H 3.162 0.527 3.138
H -2.610 -4.484 -3.549
H -3.568 -0.829 1.466
H 1.338 -0.361 0.565
H 0.260 2.785 -1.593
H 1.508 -5.108 2.370
H 2.215 -3.936 1.170
H -0.512 -1.440 -1.067
H -3.072 3.333 1.793
H 0.591 -2.783 1.972
H -0.082 -2.549 -0.272
H 0.968 -1.283 4.508
H 2.776 -4.176 2.827
H -2.339 2.893 -0.357
H 3.112 0.042 4.787
H 1.910 -4.235 -3.216
H -1.650 3.219 3.961
H -1.056 5.141 -3.266
H -0.673 7.211 -0.014
H -3.780 0.940 -0.655
H -3.629 4.955 2.579
H 1.342 -3.458 -1.823
H -2.873 -1.838 -0.328
H -3.008 -2.119 2.616
H -2.205 -4.732 -5.144
H 2.134 1.204 4.189
H -3.454 -3.914 -4.772
H -1.752 -2.292 -3.711
H -3.307 1.218 -2.475
H -0.183 7.217 1.889
H -2.222 0.713 2.499
H 4.659 -3.345 -0.830
H 3.821 -1.187 0.914
H 2.890 -2.288 0.032
H 0.431 4.145 -3.643
H 0.966 -0.358 2.907
H -4.136 2.279 -1.844
H 0.069 5.919 0.754
H -1.470 -2.273 -5.068
H 5.277 -2.514 -3.174
H -2.744 6.595 1.548
H -2.251 5.560 0.375
H -1.014 -2.861 -1.599
H -2.879 4.431 4.732
H 1.305 -2.672 -4.738
H 2.714 -3.022 -2.620
H -3.433 0.167 3.712
H 0.638 5.172 -2.403
H 0.594 -3.273 3.637
H -2.105 -3.142 0.486
H -1.720 -0.281 3.802
H -0.575 4.057 -0.821
H 5.594 -1.987 -0.208
H 0.555 -1.651 -3.578
H 6.733 -1.287 -2.385
H -3.616 3.131 4.403
```



(3)
C24H61N4O11Pb | the ωB97M-V functional and the def2-TZVPD basis

Properties
multiplicity	1
charge	+1

XYZ file:
```
101
C24H61N4O11Pb the ωB97M-V functional and the def2-TZVPD basis
Pb 2.421 2.826 1.188
O -1.153 4.342 8.844
O 2.047 5.601 -2.839
O -0.683 -1.516 -8.711
O -8.009 1.574 0.056
O -1.755 -2.589 -7.374
O 2.665 -8.000 1.464
O 0.126 -1.501 -6.636
O 4.999 -1.006 1.713
O 4.471 -9.056 0.806
O 4.161 -8.816 3.086
O -1.253 0.470 -0.210
N -0.066 5.998 -0.880
N 4.104 -0.856 -1.128
N -5.320 1.819 -2.674
N 0.063 3.456 6.469
C 4.948 -1.941 -0.642
C 0.536 -6.918 1.431
C -0.048 6.600 -2.188
C -1.075 2.718 7.170
C 5.378 -1.388 3.048
C -1.606 -4.345 -5.659
C 4.679 -2.107 0.917
C 0.794 5.921 -3.342
C -6.721 1.458 -0.570
C 6.448 -1.639 -0.874
C 3.767 -8.627 1.920
C -1.087 4.775 10.189
C -8.121 0.744 1.241
C -7.472 0.868 -3.121
C 0.149 -0.510 -9.256
C -2.237 -3.063 -6.103
C 5.706 -9.684 1.012
C 0.405 8.005 -1.890
C 3.018 5.870 -3.936
C 1.691 -7.539 2.308
C -0.747 1.281 6.806
C -0.646 -1.861 -7.488
C -1.064 2.910 8.705
C -6.622 1.772 -2.164
H -0.304 4.304 10.783
H -1.277 0.596 7.468
H -6.292 0.468 -0.411
H -8.207 1.356 -3.762
H 0.698 3.796 7.177
H 3.997 5.499 -3.633
H -9.157 0.768 1.580
H 0.557 8.665 -2.744
H -7.387 0.977 2.012
H 0.793 -5.935 1.039
H -7.960 -0.313 1.032
H -2.184 -2.302 -5.325
H 6.369 -8.930 1.437
H -0.389 4.336 6.265
H 6.452 -1.563 3.105
H 6.550 -1.617 -1.959
H -0.403 6.755 -0.302
H 4.814 -2.901 -1.141
H -1.106 6.633 -2.448
H -0.411 -6.706 1.928
H -0.144 0.530 -9.111
H 2.221 -6.857 2.973
H 0.168 -7.639 0.700
H 4.950 -2.364 3.276
H -0.607 -4.205 -5.244
H -6.883 0.168 -3.714
H -7.072 2.758 -2.277
H 1.211 -8.280 2.948
H 2.848 5.300 -4.849
H 3.083 6.921 -4.218
H -0.408 8.601 -1.475
H 5.280 -2.933 1.297
H 5.114 -0.660 3.814
H 6.153 -10.138 0.128
H -5.027 0.873 -2.870
H 3.130 -1.097 -1.020
H 0.279 5.024 -3.686
H -1.994 3.183 6.815
H 0.701 6.614 -4.177
H -6.018 2.075 -0.009
H -0.906 5.438 -0.867
H -1.987 2.445 9.051
H 4.081 -0.828 -2.137
H -3.284 -3.334 -6.240
H 0.297 1.194 7.106
H -4.676 2.018 -1.921
H -1.011 1.059 5.772
H 0.091 -0.676 -10.332
H 5.603 -10.377 1.847
H -0.151 2.540 9.171
H 1.306 8.059 -1.280
H 1.209 -0.520 -9.003
H -0.944 5.845 10.340
H 6.728 -0.810 -0.224
H -2.043 0.044 -0.596
H -1.562 -5.017 -6.517
H -8.013 0.200 -2.450
H 6.937 -2.575 -0.605
H 3.615 -2.209 1.131
H -2.257 -4.868 -4.959
H -2.063 4.568 10.628
```



(4)
C24H62BN4O7 | the ωB97M-V functional and the def2-TZVPD basis

Properties
multiplicity	1
charge	-1

XYZ file:
```
98
C24H62BN4O7 the ωB97M-V functional and the def2-TZVPD basis
O -2.969 5.842 2.711
O 1.265 -1.511 -2.032
O 2.196 -1.457 0.093
O -3.652 1.109 4.687
O 0.348 -7.576 -2.060
O 2.619 4.226 -1.245
O -2.115 -3.106 -0.771
N 3.367 -5.738 -0.648
N 3.308 -3.966 0.935
N 4.982 -4.026 -0.749
N -2.714 -2.047 1.585
C -1.503 2.220 4.242
C -4.845 2.056 2.759
C -0.827 5.770 1.510
C 1.688 3.151 -3.249
C 1.165 -7.894 -3.172
C 1.516 3.516 -1.789
C -3.359 8.253 2.424
C -2.389 1.003 4.055
C 3.230 0.668 -0.166
C 1.327 -0.211 -1.696
C -0.854 -6.886 -2.348
C 1.823 6.504 -1.786
C -2.802 7.125 3.277
C -0.988 -2.406 -0.194
C -2.337 5.624 1.462
C 2.928 5.463 -1.857
C 1.614 -6.682 -3.968
C 1.923 -0.096 -0.257
C 2.689 -3.520 -1.474
C 3.567 -4.290 -0.478
C 0.254 -3.225 -0.385
C -1.805 -7.657 -3.250
C -1.269 -2.110 1.302
C -4.476 2.163 4.229
B 1.631 -2.417 -0.856
H -2.755 -7.126 -3.330
H -1.907 3.096 3.730
H 0.776 -6.199 -4.475
H 3.631 0.853 -1.150
H -0.640 -5.898 -2.767
H 2.071 -5.949 -3.304
H 1.186 0.239 0.464
H 1.810 0.421 -2.442
H -1.992 -8.654 -2.846
H -2.510 0.772 2.990
H -2.588 4.601 1.182
H -2.733 -2.424 -1.078
H 3.943 0.078 0.377
H -1.405 -7.775 -4.259
H -0.509 2.029 3.839
H -5.574 2.823 2.498
H 2.182 7.460 -2.171
H 0.952 6.214 -2.376
H -0.526 6.800 1.710
H 0.009 -3.992 -1.102
H 0.664 -8.622 -3.825
H -1.326 -6.716 -1.381
H 1.499 6.642 -0.756
H -5.381 2.103 4.836
H 2.036 -8.395 -2.749
H -2.855 -1.664 2.513
H -0.389 5.474 0.558
H -5.270 1.075 2.542
H 1.433 2.605 -1.196
H -1.413 2.469 5.301
H -0.410 5.142 2.298
H -3.339 7.090 4.226
H -0.915 -1.445 -0.690
H -2.797 8.379 1.498
H -3.311 9.196 2.971
H 2.340 -6.972 -4.729
H -0.770 -2.860 1.905
H -0.887 -1.133 1.558
H 1.689 4.035 -3.892
H 2.349 -4.154 1.191
H -3.095 -2.984 1.612
H -1.909 0.135 4.508
H 2.155 -4.255 -2.055
H 3.092 1.629 0.312
H 2.631 2.626 -3.401
H 3.345 -3.032 -2.177
H -3.976 2.190 2.114
H 0.317 0.245 -1.600
H -2.769 6.277 0.695
H -1.748 7.308 3.516
H 3.805 5.832 -1.324
H 0.873 2.505 -3.576
H 5.191 -3.081 -0.444
H 3.235 5.306 -2.899
H 0.585 4.076 -1.635
H 2.392 -5.900 -0.402
H 3.531 -3.003 1.136
H 5.532 -4.640 -0.156
H 3.889 -6.169 0.114
H -4.016 3.135 4.439
H -4.398 8.053 2.159
H 0.434 -3.742 0.560
```



(5)
C24H62BrN4O3 | the ωB97M-V functional and the def2-TZVPD basis

Properties
energy relative to the best compared isomer or geometry (same formula, charge and spin)	351.2	kJ/mol
multiplicity	1
charge	+3

XYZ file:
```
94
C24H62BrN4O3 the ωB97M-V functional and the def2-TZVPD basis
Br 0.570 1.874 0.297
O 3.794 6.727 6.474
O -5.730 2.699 -0.768
O 4.392 -2.933 1.599
N -1.466 -1.016 -5.574
N 6.861 -4.692 2.338
N 5.075 4.471 4.842
N -9.208 1.629 0.349
C -2.038 -3.144 -4.292
C 6.142 -4.655 3.683
C 5.284 2.951 4.684
C -2.093 -1.367 -6.912
C 5.969 -4.752 1.077
C 6.122 4.970 5.882
C -1.583 -0.329 -7.926
C 0.039 -1.411 -5.382
C -1.440 0.526 -5.675
C -9.098 0.093 0.264
C 5.206 -3.532 0.588
C 3.629 4.690 5.186
C -1.065 0.869 -7.116
C -9.188 1.964 1.825
C -3.198 -3.860 -3.478
C 3.253 6.196 5.236
C -2.215 -1.580 -4.351
C -10.630 2.028 -0.128
C -6.734 1.896 -0.176
C -3.118 -3.588 -1.953
C 7.698 -6.015 2.397
C 7.726 -3.427 2.387
C 5.507 5.197 3.557
C -8.176 2.294 -0.570
H 6.989 -2.634 2.516
H 6.770 -4.429 4.545
H 5.837 4.489 6.817
H -2.202 -3.995 -1.524
H -9.294 3.045 1.916
H -1.484 1.782 -7.539
H 5.386 -3.870 3.690
H 3.936 -2.160 1.258
H 4.817 2.454 5.534
H -9.940 -0.278 0.849
H 8.275 -3.371 1.447
H -1.861 -1.067 -3.457
H -1.041 -3.528 -4.076
H -10.626 3.096 -0.347
H -3.176 -1.312 -6.802
H -8.159 1.832 2.159
H 3.453 4.243 6.165
H -1.730 -2.357 -7.187
H 8.459 -3.418 3.193
H 6.970 -6.818 2.273
H 4.527 -3.956 -0.152
H 3.259 6.264 7.123
H -10.822 1.533 -1.080
H -2.118 -3.532 -5.307
H 5.673 6.253 3.769
H -8.439 1.890 -1.548
H -6.675 0.865 -0.526
H -3.158 -4.941 -3.615
H 5.253 -5.555 1.256
H 2.197 6.176 5.503
H 0.019 0.962 -7.175
H 5.538 -5.534 3.906
H 8.406 -5.761 1.609
H 3.415 6.889 4.411
H 4.855 2.627 3.736
H 3.009 4.147 4.473
H 6.394 4.622 3.291
H -2.443 0.865 -5.417
H -6.578 1.956 0.901
H 0.671 -0.858 -6.077
H -0.686 0.995 -5.043
H -4.142 -3.439 -3.823
H 4.637 4.974 2.939
H 8.253 -6.032 3.335
H -4.920 2.198 -0.645
H 0.227 -2.484 -5.384
H -9.839 1.372 2.470
H -8.381 3.356 -0.433
H 6.363 2.932 4.525
H 6.573 -5.064 0.225
H -2.372 -0.046 -8.622
H 6.038 6.051 5.993
H -3.934 -4.037 -1.386
H -0.770 -0.786 -8.491
H -3.033 -2.506 -1.856
H -3.239 -1.212 -4.428
H -11.405 1.811 0.607
H -8.111 -0.149 0.657
H 5.954 -2.896 0.115
H 7.136 4.795 5.523
H -9.327 -0.079 -0.788
H 0.336 -1.141 -4.368
```



Going through the records in order, we get highest occupied orbital energy values of -8.710, -9.410, -10.688, -4.340, -10.690 eV.
Going through the records in order, we get strongest force on any atom values of 4.9, 12.0, 3.7, 2.2, 2.8 eV/A.